[1]
21
Properties=species:S:1:pos:R:3:forces:R:3:lowdin_charge:R:1 method="wB97M-V/def2-TZVPD" smiles="C=C1C[C@@]12C[C@@H]2C.O=NO" e_tot_ha=-478.29572 relative_energy_kcal_mol=188.9
C 1.904106 -1.463713 -0.237791 -3.2830 2.8607 2.1620 0.0573
C 0.980363 -0.624179 0.376130 3.9767 -4.5066 -2.3501 -0.2429
C 0.236800 -0.172956 1.559523 1.7745 2.5565 0.4893 0.0175
C 0.024810 0.310247 0.151572 -2.2896 1.9339 -0.7428 -0.3889
C -0.060320 1.608635 -0.521167 0.4157 0.2183 -1.1462 -0.0387
C -1.108314 0.602152 -0.835756 0.8421 -1.5580 0.4826 -0.2711
C -2.480401 0.579709 -0.294911 -0.3110 2.0758 2.7098 -0.0830
H 2.175309 -1.326431 -1.258692 -0.2454 -0.3650 -0.5804 0.0431
H 2.543365 -1.975502 0.409416 0.8935 -1.1832 0.6078 0.0398
H 0.790983 0.613021 2.223706 -1.2588 -1.8384 -0.8542 0.1527
H -0.500192 -0.826233 1.923009 -0.7180 -0.6592 0.9962 0.0841
H 0.599708 1.750190 -1.355372 0.5957 0.3016 -0.1430 0.0972
H -0.237681 2.492816 0.044258 -0.4941 0.4852 0.3466 0.1099
H -0.985492 -0.053128 -1.709097 0.1041 0.7567 -0.0466 0.1459
H -2.541642 -0.399520 0.252284 -1.2562 0.5941 -1.2328 0.0951
H -3.211167 1.036388 -1.017622 0.2110 -1.4513 0.7054 0.0916
H -2.531516 1.322915 0.612681 0.1703 -1.1072 -1.5222 0.1125
O 4.769558 0.166494 0.891829 -2.0478 0.2604 -3.5094 0.0340
N 3.757369 0.343211 0.249574 0.9525 0.6420 3.0842 -0.1209
O 3.811180 0.380292 -1.134561 1.8656 -0.0186 0.2530 -0.0107
H 2.880800 0.533705 -1.363999 0.1021 0.0022 0.2910 0.0753

***

[2]
111
Properties=species:S:1:pos:R:3:forces:R:3:lowdin_charge:R:1 method="wB97M-V/def2-TZVPD" e_tot_ha=-2378.22094 relative_energy_kcal_mol=14.6 charge=+2
Sr 0.066479 1.913534 0.468916 0.0221 -1.3435 -0.4405 1.4665
C 3.817068 -0.837554 5.692198 -0.0818 0.0482 -0.0184 -0.0311
C 2.758364 -0.066609 4.942414 0.0941 0.0318 -0.0427 -0.2491
C 1.444314 -0.035382 5.315651 -0.0197 -0.0697 0.1671 0.0213
C 0.437177 0.649909 4.577990 -0.1822 -0.3852 0.4255 -0.1072
C -0.849064 0.585310 5.187273 0.2492 0.0593 -0.1323 0.0235
N -2.067411 0.751551 4.747548 -0.2032 0.0456 -0.3646 0.1055
C -2.585507 0.808109 3.362527 0.0680 -0.0180 0.4864 -0.1463
C -3.957071 1.455910 3.319992 -0.0940 0.0264 -0.0381 -0.1410
C -4.382035 1.727579 1.884095 -0.0400 -0.4107 -0.1702 -0.1215
N -4.720679 0.473027 1.165417 0.0621 0.3049 0.3571 0.0975
C -4.670726 0.222152 -0.114407 0.1140 0.0256 -0.2175 0.0149
C -4.020323 0.908500 -1.171154 -0.4505 -0.3277 -0.0275 -0.1106
C -4.621945 0.738122 -2.452399 -0.1335 -0.1343 0.0462 0.0205
C -4.203855 1.419466 -3.559267 0.0533 0.0838 -0.1291 -0.2592
C -4.854601 1.277458 -4.916155 0.0372 -0.0176 0.1382 -0.0269
C -3.109547 2.284589 -3.363389 -0.0089 0.1233 -0.3099 0.0353
C -2.415703 2.415548 -2.179568 0.3906 0.2830 -0.0188 -0.1086
C -1.256060 3.345258 -2.214214 -0.0426 -0.1355 0.1293 -0.0871
N -0.311132 3.411326 -1.362419 0.2636 1.0216 -0.6825 -0.1177
C 0.785478 4.406568 -1.555823 -0.1642 -0.4343 0.1708 -0.1732
C 2.201487 3.846289 -1.235118 -0.2107 -0.0513 0.2195 -0.1588
C 2.705103 3.946744 0.228346 -0.3125 -0.4328 0.0804 -0.1800
N 2.085894 2.930753 1.117745 1.3386 1.0020 0.2708 -0.1354
C 2.742491 2.417560 2.084842 -0.3561 0.0612 -0.0484 -0.0916
C 2.189899 1.460011 3.091271 0.0442 0.3784 -0.3051 -0.1147
C 3.094652 0.740643 3.839781 0.4202 0.0949 -0.0341 0.0343
C 0.781055 1.386215 3.409557 -0.0802 0.5561 -0.5475 -0.3222
O -0.084514 2.025026 2.713767 0.2027 -0.0974 1.4828 -0.2644
C -2.829384 1.667058 -1.021442 0.5469 0.3534 0.1963 -0.3090
O -2.140041 1.649308 0.061942 -1.4426 -0.0763 -0.6282 -0.2797
H 3.405965 -1.311588 6.582650 -0.0306 0.0183 -0.0335 0.0830
H 4.636208 -0.190356 6.012644 -0.0645 0.0138 -0.0583 0.0907
H 4.245898 -1.622970 5.067492 -0.0131 0.0186 -0.0060 0.0876
H 1.143051 -0.567734 6.214928 0.0169 0.0335 -0.0639 0.1294
H -0.833171 0.344150 6.246730 0.0655 -0.0186 -0.0083 0.1507
H -2.772247 0.695343 5.470663 -0.0925 -0.0501 -0.0651 0.1615
H -2.601221 -0.210927 2.981219 -0.1184 -0.1040 0.0068 0.1141
H -1.877062 1.368951 2.773520 0.0677 0.0799 -0.0217 0.0800
H -3.927020 2.420883 3.830737 0.0292 -0.0054 -0.0073 0.1348
H -4.708825 0.850490 3.837532 -0.0081 -0.0057 0.0116 0.1251
H -3.576531 2.211047 1.344982 0.0066 0.0461 -0.0425 0.1024
H -5.266147 2.361398 1.850621 -0.0944 0.0016 0.0374 0.1431
H -5.270838 -0.190080 1.695847 -0.0178 0.0771 0.1035 0.1624
H -5.271762 -0.638382 -0.397114 0.0167 0.0017 -0.0678 0.1526
H -5.473840 0.066353 -2.537693 0.0735 0.0563 0.0511 0.1320
H -5.656902 0.539857 -4.890817 0.0428 0.0305 0.0273 0.0835
H -4.133775 0.957474 -5.671708 0.0100 0.0128 0.0715 0.0865
H -5.284873 2.221485 -5.256696 0.0431 -0.0110 0.0672 0.0909
H -2.763224 2.872321 -4.212958 -0.0607 -0.0630 0.0550 0.1375
H -1.235707 4.007585 -3.085654 -0.0554 -0.0279 -0.0779 0.1366
H 0.588634 5.257071 -0.898957 -0.0709 -0.0122 0.0560 0.1254
H 0.763977 4.790482 -2.575791 0.0262 -0.0436 -0.1305 0.1168
H 2.906165 4.419008 -1.835972 0.0248 0.0534 -0.0391 0.1195
H 2.289483 2.812374 -1.596084 -0.0252 0.0384 0.0317 0.0990
H 2.448915 4.934198 0.617119 -0.0513 0.0163 0.0684 0.1270
H 3.794196 3.870391 0.253896 0.0625 -0.0817 -0.0474 0.1206
H 3.785704 2.714835 2.238814 0.0611 -0.1872 0.0565 0.1421
H 4.148576 0.849841 3.583410 -0.0799 -0.0648 0.0528 0.1381
C 4.775724 -1.055973 -2.711068 0.1147 -0.1019 0.0972 -0.1884
C 4.334454 0.197509 -1.967959 -0.1001 0.0569 -0.0587 -0.2038
C 3.955262 -0.123742 -0.527140 0.0370 -0.1156 0.0252 -0.2009
C 2.969150 -1.301187 -0.344996 0.2199 -0.0630 -0.0714 -0.4201
C 3.302754 -2.504822 -1.246285 0.0955 0.0674 0.0083 -0.1811
C 3.671843 -2.106222 -2.675589 -0.1073 -0.0283 -0.0462 -0.1896
P 1.194377 -0.814635 -0.226658 -0.0021 -0.0317 -0.0078 1.0647
C 0.644173 -1.798594 1.252899 -0.1998 -0.0803 0.0602 -0.4232
C -0.864656 -1.655321 1.532474 0.0035 -0.1749 0.0076 -0.2159
C -1.715051 -2.736540 0.858102 0.0687 -0.0130 -0.0889 -0.1847
C -1.255179 -4.129989 1.280871 0.0289 0.0101 0.1353 -0.1830
C 0.218331 -4.350200 0.945720 -0.0091 0.0688 -0.0467 -0.1847
C 1.102134 -3.245521 1.519111 -0.0037 -0.0133 0.1281 -0.1759
C 0.146713 -1.170388 -1.696921 -0.1690 -0.0048 -0.2997 -0.4346
C 0.426488 -0.074113 -2.761978 -0.0867 -0.0175 0.0236 -0.2074
C -0.083392 -0.469754 -4.154973 0.0544 -0.0368 0.0109 -0.1769
C -1.404086 -1.231585 -4.069050 0.0161 -0.0171 0.0803 -0.1722
C -1.249053 -2.535062 -3.251101 -0.0364 0.0826 0.0507 -0.1650
C 0.013630 -2.532593 -2.380777 0.1310 0.0729 -0.0884 -0.1974
H 5.676874 -1.462776 -2.236068 -0.0355 0.0355 -0.0196 0.1232
H 5.048797 -0.819314 -3.740319 -0.0413 0.0030 0.0013 0.1172
H 3.487022 0.646220 -2.500541 -0.0248 -0.0133 0.0291 0.0899
H 5.125078 0.950394 -1.973118 0.0221 -0.0075 0.0074 0.1162
H 3.563664 0.765742 -0.027595 -0.0447 0.0197 0.0189 0.0718
H 4.873880 -0.387908 0.010088 -0.0086 -0.0321 -0.0620 0.1240
H 3.117887 -1.619429 0.691050 -0.0116 -0.0539 0.0561 0.0929
H 2.476478 -3.218412 -1.249344 -0.0178 -0.0009 -0.0025 0.0946
H 4.152630 -3.038770 -0.807693 0.0430 0.0663 -0.0167 0.1261
H 2.796127 -1.706529 -3.199277 -0.0218 -0.0054 0.0272 0.0910
H 3.973042 -2.998923 -3.224387 0.0195 -0.0190 -0.0239 0.1211
H 1.162317 -1.192983 2.006665 0.0144 0.0165 0.1264 0.0822
H -1.245937 -0.665313 1.259255 0.0971 0.0740 -0.0907 0.0689
H -1.005476 -1.745821 2.618454 0.0180 -0.0197 -0.0299 0.1139
H -1.646862 -2.648284 -0.232157 -0.0108 0.0071 0.0967 0.0872
H -2.770879 -2.591957 1.112729 0.0453 0.0091 0.0362 0.1077
H -1.874484 -4.900301 0.817834 0.0260 0.0313 -0.0280 0.1173
H -1.391875 -4.233024 2.365289 -0.0013 0.0017 -0.0541 0.1191
H 0.350205 -4.417382 -0.133094 -0.0204 0.0169 -0.1005 0.0891
H 0.552214 -5.311547 1.338128 0.0040 0.0040 0.0437 0.1205
H 2.139622 -3.388220 1.213333 -0.0119 -0.0253 -0.0486 0.0990
H 1.102863 -3.359067 2.610923 -0.0014 -0.0078 -0.0186 0.1238
H -0.848240 -0.940499 -1.284162 -0.0171 -0.0226 0.0368 0.0913
H 1.493903 0.149952 -2.814138 0.0313 -0.0345 -0.0262 0.0782
H -0.062605 0.856052 -2.453573 -0.0226 -0.0057 0.0223 0.0767
H 0.665828 -1.088053 -4.657989 -0.0352 -0.0235 0.0242 0.1167
H -0.188152 0.424815 -4.771834 -0.0271 0.0161 -0.0020 0.1136
H -1.774233 -1.456645 -5.069900 0.0078 0.0076 0.0065 0.1141
H -2.159859 -0.586445 -3.605455 0.0633 0.0017 0.0166 0.0916
H -1.242286 -3.408925 -3.903625 0.0510 0.0286 -0.0300 0.1167
H -2.115764 -2.654991 -2.591523 -0.0043 -0.0114 -0.0550 0.1028
H 0.898840 -2.728102 -2.987353 0.0057 -0.0122 -0.0326 0.1051
H -0.047725 -3.342295 -1.664563 0.0067 -0.0934 0.1290 0.0795